# C40H87N6O10P

11 unconnected molecules or ions with the total composition C40H87N6O10P in a non-equilibrium geometry (ωB97M-V with the def2-TZVPD basis set, OMol25).

Properties
SMILES	CCCc1cnc2c(P(C)C)c(-c3ccncc3)cc(CC(N)(N)N)c2n1.CCO.CCO.CCO.CCO.CCO.CCO.CCO.CCO.CCO.CCO
maximum force	8.0	eV Å⁻¹
2S+1	1
charge	0
E_tot	-2997.759302	Ha
E_HOMO	-7.40	eV
lowest unoccupied orbital energy	-0.04915	Eh
Kohn-Sham gap	0.2226	hartree

Last column: Mulliken charge in e.
Positions of all 144 atoms, in Å:
C  -5.11197  4.13126  -2.30167  -0.59
C  -4.47400  4.51035  -3.79210  -0.57
C  -3.96577  3.20536  -4.64424  -0.38
C  -2.89742  2.23569  -3.80967  0.31
C  -3.17045  0.63253  -3.79491  -0.52
N  -2.33655  -0.39529  -3.08353  -0.12
C  -1.17038  0.28121  -2.41956  0.31
C  -0.09650  -0.71389  -1.61865  -0.10
P  -0.38647  -2.63583  -1.51472  0.45
C  -1.54328  -3.08815  -0.06448  -0.83
C  -0.97412  -3.34335  -3.18794  -0.84
C  1.27262  -0.17516  -0.86496  -0.40
C  2.33441  -1.16609  -0.08820  0.17
C  3.93642  -1.18712  -0.37730  -0.28
C  4.88286  -2.17057  0.46212  -0.12
N  4.59146  -3.17327  1.52360  -0.32
C  3.12405  -3.10157  1.76568  -0.08
C  1.96305  -2.23160  1.08535  0.01
C  1.54255  1.45981  -0.88242  -0.57
C  0.47071  2.47222  -1.62715  0.38
C  0.69386  4.09708  -1.61410  -0.81
C  2.24438  4.58505  -1.40170  0.42
N  2.24713  6.10563  -1.66583  -0.75
N  2.77262  4.42240  0.01510  -0.49
N  3.21308  4.01386  -2.45836  -0.55
C  -0.87303  1.88026  -2.41700  0.04
N  -1.75073  2.89360  -3.09597  -0.33
H  -4.60984  4.72800  -1.41947  0.32
H  -5.05446  2.96509  -2.08391  0.01
H  -6.27027  4.41855  -2.30806  0.18
H  -5.37677  5.00455  -4.39144  0.35
H  -3.64690  5.35474  -3.72712  0.27
H  -4.84756  2.54066  -5.07306  0.25
H  -3.34786  3.63137  -5.57232  0.25
H  -4.12735  0.23801  -4.38213  0.12
H  -1.42259  -4.26320  0.10635  0.31
H  -1.28249  -2.58014  0.95957  0.27
H  -2.70259  -2.94422  -0.31054  0.16
H  -2.12324  -3.04186  -3.30497  0.23
H  -0.98798  -4.53429  -3.11343  0.32
H  -0.33664  -2.99411  -4.11273  0.28
H  4.39071  -0.48755  -1.20918  0.32
H  6.04709  -2.09636  0.19716  0.11
H  2.75799  -3.83746  2.63489  0.01
H  0.84198  -2.36590  1.42147  0.09
H  2.53296  1.81668  -0.33442  0.23
H  0.30273  4.51050  -2.66270  0.38
H  0.00906  4.64593  -0.80617  0.26
H  1.34173  6.37154  -2.15826  0.28
H  2.12315  6.54474  -0.70452  0.29
H  2.00824  4.35582  0.72260  0.22
H  3.49192  5.13813  0.25885  0.29
H  4.17955  4.25544  -2.08636  0.34
H  3.10024  4.68782  -3.27365  0.35
C  5.75660  -3.80253  -3.16600  -0.75
C  7.21878  -3.40945  -3.12757  0.02
O  7.34066  -1.99481  -3.11748  -0.56
H  5.26960  -3.38679  -4.05422  0.26
H  5.64536  -4.89045  -3.17865  0.33
H  5.22529  -3.40386  -2.29561  0.06
H  7.74112  -3.79099  -4.00983  0.33
H  7.70972  -3.81062  -2.23557  0.00
H  6.88090  -1.66655  -2.32584  0.29
C  3.31094  -7.11573  2.24471  -0.57
C  4.00223  -7.50129  0.95342  -0.36
O  3.54650  -6.67372  -0.10658  -0.48
H  2.22508  -7.21436  2.14417  0.26
H  3.64808  -7.74750  3.07134  0.26
H  3.51374  -6.06935  2.49522  0.06
H  3.77920  -8.54073  0.69531  0.32
H  5.08762  -7.39296  1.04180  0.22
H  3.75685  -5.75375  0.12846  0.25
C  1.74748  -6.45400  6.85299  -1.08
C  2.71141  -5.97614  5.78695  -0.22
O  2.00394  -5.67419  4.59344  -0.42
H  1.20738  -7.34358  6.51256  0.28
H  2.27780  -6.69528  7.77854  0.34
H  0.99552  -5.68749  7.06702  0.33
H  3.44755  -6.75303  5.56038  0.28
H  3.24603  -5.07929  6.11477  0.26
H  1.35871  -4.97746  4.80336  0.25
C  -8.53501  1.48504  -1.45301  -0.62
C  -8.59248  2.05484  -2.85515  -0.47
O  -7.30930  1.98691  -3.45930  -0.38
H  -7.81321  2.03746  -0.84246  0.20
H  -9.51577  1.53405  -0.97156  0.08
H  -8.20334  0.44176  -1.47212  0.36
H  -8.90300  3.10352  -2.82982  0.31
H  -9.30263  1.49958  -3.47563  0.28
H  -7.04635  1.05095  -3.48471  0.24
C  3.14521  2.63726  3.85930  -0.89
C  2.75907  3.98568  4.43081  -0.14
O  1.45127  4.33701  4.00374  -0.54
H  3.11090  2.65899  2.76510  0.11
H  4.15298  2.35365  4.17565  0.31
H  2.44259  1.86309  4.18455  0.34
H  3.45058  4.75998  4.08577  0.23
H  2.77846  3.96837  5.52486  0.26
H  0.84370  3.64769  4.32236  0.31
C  8.61461  -3.26353  2.19112  -0.96
C  8.73897  -4.01026  0.87930  -0.25
O  8.57185  -3.11220  -0.20778  -0.41
H  7.63668  -2.77664  2.26552  0.18
H  8.73665  -3.94268  3.03963  0.33
H  9.36963  -2.47361  2.26031  0.36
H  7.96910  -4.78390  0.80466  0.21
H  9.71906  -4.48919  0.79169  0.32
H  9.26536  -2.43407  -0.13715  0.24
C  -2.74624  0.81295  -8.51042  -1.04
C  -4.11894  1.26834  -8.06066  0.12
O  -4.73130  0.25791  -7.27313  -0.54
H  -2.81917  -0.11131  -9.09296  0.28
H  -2.26225  1.57918  -9.12260  0.34
H  -2.10810  0.59596  -7.64759  0.29
H  -4.76015  1.46294  -8.92540  0.32
H  -4.05321  2.18506  -7.46658  -0.04
H  -4.15846  0.09853  -6.50354  0.30
C  -11.92569  1.68009  2.59022  -1.06
C  -11.83412  2.44652  1.28708  -0.17
O  -11.42996  1.57665  0.24011  -0.50
H  -10.95941  1.23007  2.84066  0.28
H  -12.23200  2.33759  3.40874  0.32
H  -12.64684  0.86038  2.50768  0.32
H  -11.09670  3.25066  1.36685  0.28
H  -12.79973  2.88877  1.02318  0.24
H  -12.09565  0.87096  0.17180  0.27
C  -3.84452  0.41308  0.26291  -0.53
C  -4.76157  -0.63553  0.85738  -0.30
O  -4.60852  -0.66992  2.26861  -0.55
H  -2.80048  0.19745  0.51276  0.22
H  -3.94717  0.44930  -0.82533  -0.05
H  -4.07177  1.40307  0.67165  0.44
H  -4.51678  -1.62616  0.46303  0.19
H  -5.80850  -0.41980  0.62282  0.26
H  -4.83638  0.21182  2.60983  0.31
C  5.36689  5.79869  7.57435  -1.00
C  4.87264  4.52789  8.23371  -0.27
O  4.56503  3.55638  7.24491  -0.47
H  4.60926  6.19795  6.89207  0.24
H  5.60432  6.55970  8.32308  0.35
H  6.26222  5.60157  6.97575  0.33
H  3.96566  4.72482  8.81285  0.28
H  5.62969  4.11542  8.90778  0.29
H  5.37886  3.38230  6.74173  0.27

Cartesian forces, eV/Å:
-0.6 0.0 -0.1
-1.0 0.3 0.1
1.4 0.0 -0.1
1.6 -0.8 1.5
2.3 0.3 1.7
0.6 7.1 -0.8
1.1 0.2 0.7
0.9 2.3 0.7
2.1 0.4 0.2
-2.0 -1.1 0.1
-2.5 -0.5 -0.2
-2.8 1.5 -1.7
2.6 -2.3 1.8
-2.0 -1.8 2.4
-0.8 0.4 -0.3
-5.2 4.8 -3.6
-0.5 0.6 -0.6
3.2 0.8 -1.5
-3.3 -0.8 -1.9
0.9 -3.2 0.9
-0.2 -0.7 -0.4
0.1 1.5 -0.2
-2.0 0.1 1.4
-0.8 -0.4 -1.1
-0.2 1.6 1.1
0.3 -0.2 0.2
-1.8 -6.3 -0.7
-0.8 -1.3 -1.9
0.0 2.6 -0.5
2.6 -0.7 0.1
2.1 -1.2 1.0
-1.5 -2.1 0.0
1.8 1.4 1.2
-1.3 -1.0 1.9
2.3 0.9 1.5
-0.1 2.5 -0.5
-0.4 -0.7 -2.3
2.4 -0.1 0.7
2.5 -0.6 -0.3
0.4 2.6 -0.1
-1.2 -0.6 2.1
-0.9 -1.6 1.9
-2.8 -0.2 0.6
0.8 1.7 -2.1
2.7 0.2 -0.7
-2.5 -0.4 -1.4
1.0 -1.0 2.2
1.5 -1.4 -1.6
1.5 -0.4 0.6
0.2 -0.6 -1.7
1.0 0.3 -0.9
-1.1 -0.8 -0.4
-1.6 -0.4 -0.5
0.2 -1.2 1.3
-0.1 -0.1 -0.2
-0.3 -0.1 0.3
0.1 0.5 0.2
0.1 -0.1 0.1
-0.1 0.1 0.0
0.1 -0.1 0.0
0.0 0.3 0.1
0.0 -0.1 -0.2
0.3 -0.2 -0.4
0.0 0.0 0.1
-0.1 0.3 0.2
0.0 0.2 -0.2
0.2 0.0 0.0
0.0 0.1 0.0
0.1 -0.2 0.0
0.0 0.2 -0.2
0.1 -0.2 0.1
-0.1 -0.4 -0.1
0.0 -0.2 0.2
-0.3 0.1 0.2
-0.3 0.4 -0.2
0.2 0.1 0.0
-0.1 0.0 0.0
0.1 0.0 0.1
-0.1 0.2 -0.2
0.1 -0.1 0.1
0.3 -0.4 -0.1
-0.2 0.1 0.2
0.1 -0.4 0.2
0.4 -0.2 -0.4
-0.1 0.0 -0.1
0.2 -0.1 0.0
-0.1 0.0 0.0
0.2 -0.1 -0.1
-0.2 0.1 0.1
-0.2 0.5 0.0
0.2 -0.1 -0.1
-0.1 -0.4 0.3
-0.5 0.1 -0.1
0.1 0.0 0.1
-0.1 -0.1 0.0
0.1 0.0 0.1
-0.2 0.0 0.0
0.3 0.0 -0.1
0.3 0.4 -0.2
-0.1 0.0 0.2
0.1 0.2 0.2
0.1 0.4 -0.2
0.1 -0.2 0.0
0.0 0.1 0.0
0.1 -0.1 0.0
0.1 0.2 -0.2
0.0 -0.2 0.1
-0.4 -0.3 -0.1
0.2 0.0 -0.2
0.3 -0.1 0.1
-0.2 -0.2 0.4
-0.1 0.2 0.0
0.0 -0.1 0.1
0.0 0.1 0.0
-0.1 -0.1 0.2
0.0 0.1 -0.2
-0.2 0.0 -0.5
0.1 0.0 0.2
-0.2 -0.2 0.1
-0.2 -0.3 -0.3
-0.1 0.1 0.0
0.0 -0.1 0.0
0.0 0.1 0.0
0.0 -0.2 -0.2
0.0 0.2 0.1
0.4 0.4 0.0
0.1 0.0 -0.2
0.1 0.4 0.0
-0.1 0.1 0.4
-0.1 -0.1 -0.1
0.1 0.1 0.1
-0.1 0.0 -0.1
0.0 0.1 0.2
0.0 -0.1 -0.2
0.1 -0.5 -0.2
0.0 0.3 0.0
0.3 0.1 -0.2
0.1 -0.3 -0.2
0.0 -0.1 0.2
0.0 0.0 -0.1
0.0 0.0 0.1
0.1 -0.2 -0.2
0.0 0.1 0.2
-0.4 0.1 0.3